[1]
{
  "formula": "C3H11N5",
  "method": "the ωB97M-V functional and the def2-TZVPD basis",
  "total_energy_ev": -10737.2088,
  "homo_ha": -0.3276,
  "de_lowest_kj_mol": 263.9,
  "smiles": "[H]/N=N\\NN.CC(C)=N",
  "spin_multiplicity": 1,
  "e_lumo_ha": 0.0295,
  "homo_lumo_gap_ev": 9.715,
  "species": ["H", "N", "N", "N", "N", "H", "H", "H", "C", "C", "C", "N", "H", "H", "H", "H", "H", "H", "H"],
  "positions_angstrom": [[-2.55070, 0.97793, 0.56329], [-3.20772, 0.83662, -0.22877], [-3.32619, -0.31422, -0.63366], [-2.69420, -1.34036, -0.12014], [-1.74185, -1.34685, 0.91795], [-2.84866, -2.23013, -0.57105], [-2.18521, -1.07356, 1.79577], [-0.99784, -0.66184, 0.70703], [2.28040, 1.44574, -0.83630], [1.36760, 0.49902, -0.11320], [1.98228, -0.79297, 0.32138], [0.15314, 0.70901, 0.14936], [1.77298, 2.37758, -1.07922], [2.63100, 0.98516, -1.75872], [3.15189, 1.66466, -0.22153], [2.77471, -0.59859, 1.04226], [1.23444, -1.43677, 0.77508], [2.42574, -1.29893, -0.53396], [-0.22182, 1.59849, -0.17555]],
  "forces_ev_per_a": [[0.0, -0.6, -0.1], [0.1, 1.5, 0.5], [-0.6, -0.5, -0.9], [0.9, -1.0, 0.8], [-0.3, 0.4, -0.1], [-0.1, 0.4, 0.0], [0.0, -0.1, -0.2], [-0.3, -0.2, 0.0], [-0.2, 0.1, 0.0], [0.4, 0.1, -0.1], [-0.1, -0.1, 0.0], [-0.6, 0.1, 0.2], [0.0, 0.0, 0.0], [0.1, 0.0, -0.1], [0.1, 0.0, 0.0], [0.1, 0.0, 0.0], [0.0, 0.0, 0.0], [0.1, -0.1, 0.0], [0.3, 0.1, -0.1]]
}

***

[2]
{
  "formula": "C25H42N3O3PS",
  "method": "the ωB97M-V functional and the def2-TZVPD basis",
  "total_energy_ev": -57342.6129,
  "homo_ha": -0.2938,
  "smiles": "NC(=O)CCC1=CC(=O)c2cccc([PH2]=S)c2C1=O.CCN(CC)CC.CCN(CC)CC",
  "spin_multiplicity": 1,
  "e_lumo_ha": -0.0515,
  "homo_lumo_gap_ev": 6.594,
  "species": ["N", "C", "O", "C", "C", "C", "C", "C", "O", "C", "C", "C", "C", "C", "P", "S", "C", "C", "O", "H", "H", "H", "H", "H", "H", "H", "H", "H", "H", "H", "H", "C", "C", "N", "C", "C", "C", "C", "H", "H", "H", "H", "H", "H", "H", "H", "H", "H", "H", "H", "H", "H", "H", "C", "C", "N", "C", "C", "C", "C", "H", "H", "H", "H", "H", "H", "H", "H", "H", "H", "H", "H", "H", "H", "H"],
  "positions_angstrom": [[3.02983, -1.66425, -0.56481], [3.06209, -1.20723, -1.93079], [2.69443, -1.87374, -2.86331], [3.52266, 0.22067, -2.08350], [2.35158, 1.20780, -1.90841], [1.17455, 0.87221, -2.78358], [1.18887, 0.89344, -4.12093], [-0.01125, 0.50558, -4.90948], [-0.21640, 0.91670, -6.02748], [-0.94707, -0.44160, -4.23031], [-1.76708, -1.29171, -4.96230], [-2.58845, -2.19031, -4.29906], [-2.61355, -2.23407, -2.90732], [-1.82717, -1.35690, -2.16548], [-1.93615, -1.45076, -0.35573], [-2.75160, -3.09408, 0.31377], [-0.98123, -0.46707, -2.83580], [-0.09441, 0.47253, -2.09760], [-0.37460, 0.86746, -0.98554], [2.21136, -2.26365, -0.47145], [3.81975, -2.29663, -0.44475], [3.96005, 0.33699, -3.07653], [4.26642, 0.44813, -1.31908], [2.02524, 1.19888, -0.86802], [2.71169, 2.21399, -2.12978], [2.07204, 1.21077, -4.66330], [-1.74809, -1.25339, -6.04441], [-3.20730, -2.86850, -4.87129], [-3.22720, -2.94694, -2.37036], [-0.64392, -1.28551, 0.14719], [-2.63337, -0.30758, 0.04374], [-6.94398, 3.20463, 2.09838], [-6.28381, 2.16841, 1.20140], [-6.61469, 0.80458, 1.57032], [-5.76626, -0.19120, 0.94157], [-5.82606, -0.33024, -0.58437], [-8.03235, 0.49419, 1.62700], [-8.86940, 0.72781, 0.36203], [-6.72829, 2.99799, 3.14738], [-6.56289, 4.19781, 1.85761], [-8.02649, 3.23112, 1.96904], [-5.19845, 2.26853, 1.29151], [-6.52735, 2.40190, 0.15195], [-5.98413, -1.16035, 1.39625], [-4.73468, 0.04103, 1.22823], [-6.74214, -0.81675, -0.91690], [-4.99309, -0.95142, -0.92108], [-5.74569, 0.63419, -1.08854], [-8.47308, 1.07601, 2.44031], [-8.12545, -0.54985, 1.93553], [-8.66366, 1.70150, -0.08517], [-9.93114, 0.70284, 0.61503], [-8.69682, -0.03467, -0.39616], [6.92499, 0.10880, 0.20267], [7.39003, 0.17177, 1.65048], [6.34919, 0.61598, 2.55823], [6.83842, 0.98307, 3.87465], [7.46192, -0.11401, 4.74597], [5.11876, -0.15505, 2.51869], [5.20399, -1.66061, 2.80403], [6.49009, 1.06262, -0.10113], [7.77150, -0.10728, -0.45022], [6.18160, -0.67493, 0.04543], [8.20880, 0.89262, 1.72293], [7.81635, -0.80605, 1.92721], [6.01178, 1.44605, 4.42004], [7.58204, 1.77339, 3.73145], [6.71350, -0.79999, 5.14066], [7.96872, 0.34053, 5.59926], [8.20343, -0.69586, 4.19715], [4.66836, -0.02322, 1.53152], [4.41251, 0.30276, 3.21533], [6.03024, -2.13267, 2.26964], [4.28132, -2.14341, 2.47491], [5.32065, -1.87377, 3.86542]],
  "forces_ev_per_a": [[-0.3, -0.2, -0.2], [0.1, 0.1, 0.0], [-0.2, 0.0, 0.1], [0.2, 0.0, -0.2], [-0.1, 0.0, 0.2], [-0.1, 0.0, -0.2], [0.0, 0.0, 0.4], [0.0, 0.0, 0.0], [0.1, -0.1, -0.1], [-0.1, -0.1, 0.2], [0.0, 0.1, 0.0], [0.0, 0.0, 0.1], [0.1, 0.1, -0.1], [0.1, 0.2, -0.2], [-0.4, -0.8, 0.5], [0.0, 0.2, -0.1], [-0.1, 0.0, -0.2], [0.0, -0.1, -0.2], [0.1, -0.1, 0.1], [0.1, -0.1, -0.1], [0.1, 0.2, 0.2], [0.0, 0.0, 0.0], [0.1, 0.0, -0.1], [0.0, 0.1, 0.0], [0.0, 0.0, 0.0], [-0.1, 0.1, -0.1], [0.0, 0.0, 0.0], [0.0, 0.0, 0.0], [0.0, 0.0, -0.1], [0.1, 0.3, -0.2], [0.2, 0.2, -0.1], [0.0, 0.0, 0.0], [0.0, 0.0, 0.0], [0.0, 0.0, 0.0], [0.1, -0.1, 0.0], [0.1, 0.0, 0.0], [-0.1, 0.0, 0.0], [0.0, 0.0, 0.0], [0.0, 0.0, 0.0], [0.0, 0.0, 0.0], [0.0, 0.0, 0.0], [0.0, 0.0, 0.0], [0.0, 0.0, 0.0], [0.0, 0.0, 0.0], [0.0, 0.0, 0.0], [0.0, 0.0, 0.0], [0.0, -0.1, 0.0], [0.0, 0.0, 0.0], [0.0, 0.0, 0.0], [0.0, 0.0, 0.0], [0.0, 0.0, 0.0], [0.0, 0.0, 0.0], [0.0, 0.0, 0.0], [0.0, 0.0, 0.0], [0.0, 0.0, 0.0], [0.0, 0.0, 0.0], [0.0, 0.1, 0.1], [0.0, 0.0, 0.0], [-0.2, -0.1, -0.1], [-0.1, 0.0, 0.0], [0.0, 0.0, 0.0], [0.0, 0.0, 0.0], [0.0, 0.0, 0.0], [0.0, 0.0, 0.0], [0.0, 0.0, 0.0], [0.0, 0.0, 0.0], [0.0, 0.0, 0.0], [0.0, 0.0, 0.0], [0.0, 0.0, 0.0], [0.0, 0.0, 0.0], [0.0, 0.0, 0.0], [0.1, 0.0, 0.0], [0.0, 0.0, 0.0], [0.0, 0.0, 0.0], [0.1, 0.0, 0.0]]
}